No. 1
C36H52Cl42N5O3 | wB97M-V/def2-TZVPD

Geometry as XYZ:
```
138
Properties=species:S:1:pos:R:3:forces:R:3
C -6.4056 -0.4284 3.2051 1.7919 0.2792 0.3009
C -4.9237 0.1759 3.0137 1.1431 0.7713 -0.4896
C -4.4660 1.4389 3.8040 2.9234 -3.1636 -1.4422
C -2.9952 1.9149 3.5965 -0.3580 -2.9973 -0.6666
C -1.9936 1.1999 2.6208 -3.3985 -0.1191 1.0347
C -0.5123 1.7914 2.5614 0.1131 -1.0763 -0.1368
C 0.3700 0.9020 3.6073 -1.2599 0.1404 -0.1345
C 0.1920 1.7215 1.1242 0.5734 0.8569 0.2212
C -2.5325 -0.0333 1.8435 -2.5721 1.1524 1.2345
O -1.6906 -0.7676 0.9359 -1.2276 1.6187 -0.3431
C -1.9529 -0.2474 -0.4049 -0.4400 -0.0024 0.5214
N -0.9392 -0.8473 -1.3253 -0.1925 -0.7738 -0.2589
C -0.9164 -2.1519 -1.6580 -1.4157 0.6086 0.5468
N -1.9363 -3.0033 -1.0707 2.5954 0.7790 -2.9588
C -1.9833 -4.3752 -1.6810 -0.7002 -1.2544 -0.0704
C -0.5609 -4.9536 -2.1331 -0.2683 -0.0954 -0.8563
C 0.6331 -3.8945 -2.0222 0.3255 -1.7556 1.8238
C 1.1054 -3.7678 -0.4654 -0.4935 0.3056 0.0646
C 2.4651 -4.5664 -0.1695 -1.1316 0.3581 0.8569
O 3.5585 -3.7512 -0.6520 -0.7702 -0.9144 -0.5856
C 2.4777 -6.0929 -0.6820 0.5634 0.0592 -0.6247
N 3.8525 -6.4829 -1.1797 -1.3152 0.0040 1.3086
N 0.1802 -2.5751 -2.5462 -1.3703 -0.5807 1.3359
C -0.2285 -2.6281 -3.9829 0.3526 1.1684 -1.1912
C 0.9850 -3.0963 -4.9518 -0.0987 -2.5656 -2.9586
O 0.7179 -3.7780 -5.9821 0.1740 2.5529 4.0075
N 2.4086 -2.8093 -4.6681 -0.3281 -0.0992 -0.1227
C 3.2752 -4.0063 -4.8806 0.8329 -1.7933 -0.2111
C 2.9080 -1.6919 -5.5489 -0.3892 1.0364 -0.5585
C -3.9990 -0.5864 1.9999 1.7424 4.8793 1.0755
H -6.2740 -1.5758 3.1690 -0.5024 1.7961 -0.0968
H -7.0710 -0.0299 2.3702 0.7729 -0.7255 1.3540
H -6.7773 -0.1385 4.2457 0.3110 -0.3496 -1.5508
H -5.1856 1.9468 4.5374 1.2847 -0.8537 -1.3244
H -2.6226 2.8226 4.1963 -0.5982 -1.5671 -1.1335
H -0.5610 2.8986 2.8692 0.0507 -1.7335 -0.3669
H -0.0445 -0.1697 3.5073 1.0029 1.5050 0.1793
H 1.4878 0.9464 3.3757 -1.5977 -0.0036 0.4378
H 0.1143 1.2484 4.6736 0.6612 -0.5479 -1.5555
H 1.2385 2.1957 1.2438 -1.5985 -0.7012 -0.1813
H 0.3779 0.6580 0.7474 -0.4872 1.4401 0.5958
H -0.3572 2.3836 0.3591 0.7688 -1.1828 1.0446
H -3.0053 -0.5412 -0.7375 1.2804 0.2879 0.3462
H -1.9207 0.8938 -0.3855 0.3614 -1.8345 -0.3250
H -0.1953 -0.2343 -1.7115 -0.6424 -0.8048 0.4434
H -2.8861 -2.6187 -1.1816 0.7367 0.3823 0.6600
H -2.7646 -4.3279 -2.5378 1.5621 -0.2844 1.2130
H -2.4293 -5.0946 -0.8995 0.6687 1.2961 -1.0845
H -0.6525 -5.2464 -3.2395 0.1180 0.2213 1.5931
H -0.3669 -5.9045 -1.5390 -0.0177 1.3555 -0.8045
H 1.5493 -4.3272 -2.5679 -1.5448 1.1325 0.2766
H 0.2281 -4.1032 0.2096 1.4764 0.3021 -0.9749
H 1.3095 -2.6663 -0.1786 -0.2502 -1.6762 -0.6074
H 2.5770 -4.5937 0.9799 0.0232 0.1723 -1.8418
H 3.5657 -3.7809 -1.6367 -0.0446 0.1085 0.9530
H 2.1691 -6.7760 0.1838 0.5346 0.9913 -1.2845
H 1.7673 -6.3175 -1.5440 0.7603 0.5666 1.1958
H 4.1388 -5.8881 -1.9656 0.0094 -0.2533 0.7676
H 4.4597 -6.3538 -0.3556 0.0901 0.0812 -1.0884
H -1.1579 -3.2502 -4.2009 1.3832 0.5538 0.1576
H -0.4675 -1.5503 -4.3069 0.2773 -1.4901 0.4132
H 3.9011 -3.9644 -5.8472 -1.1316 0.0731 1.3606
H 4.0481 -4.1482 -4.0314 -1.2346 0.5518 -1.1369
H 2.6916 -4.9973 -4.9438 0.6531 1.6557 0.1558
H 4.0044 -1.8058 -5.8505 -1.6458 -0.1484 0.6993
H 2.2746 -1.7307 -6.5084 1.0825 0.4495 1.2037
H 2.8368 -0.6700 -5.0211 -0.1411 -1.5752 -0.8705
H -4.3466 -1.4931 1.3975 0.5640 1.4213 1.1747
C 3.9037 3.4741 -0.8942 -0.1179 0.2914 0.1795
Cl 2.9326 2.1217 -1.5136 0.3745 -0.3186 0.2114
Cl 2.9713 4.9747 -0.8972 0.4475 -0.2372 0.0814
Cl 4.4914 3.1215 0.7360 -0.0578 0.0216 -0.3239
H 4.7593 3.5997 -1.5500 -0.1436 -0.0891 0.0993
C -9.2921 -0.6810 -0.0290 -0.1883 0.0834 -0.0502
Cl -9.8896 0.0389 1.4724 0.0532 -0.0835 -0.1295
Cl -10.0030 0.1279 -1.4322 0.0811 -0.1114 0.1216
Cl -7.5242 -0.6035 -0.0960 -0.0296 -0.0569 -0.1834
H -9.5898 -1.7283 -0.0495 0.1430 0.3737 0.0457
C -4.2924 3.4727 0.3056 -0.5950 -0.0894 0.1359
Cl -2.8894 2.9947 -0.6583 0.0383 0.3654 -0.1964
Cl -5.7139 3.6976 -0.7276 0.1393 0.0819 -0.0178
Cl -4.6093 2.2625 1.5664 -1.2176 2.4700 -3.1383
H -4.0669 4.4221 0.7888 0.0208 -0.1460 -0.1842
C 0.0821 4.9861 -3.8668 -0.0304 0.0251 -0.0305
Cl 1.0741 6.3785 -4.3208 -0.0748 -0.1745 0.0363
Cl 1.0719 3.7298 -3.1059 -0.5214 0.1382 -0.5806
Cl -1.2137 5.4715 -2.7688 0.0200 0.0012 -0.1095
H -0.3645 4.5745 -4.7697 0.0762 0.1207 0.1735
C -4.7624 -3.4741 -5.0807 0.0262 -0.3118 -0.3302
Cl -4.2419 -2.3623 -3.8029 -0.0384 0.1968 0.0585
Cl -3.6581 -3.3935 -6.4588 -0.1214 0.0298 0.2238
Cl -4.8649 -5.1275 -4.4609 -0.0111 0.1900 -0.0237
H -5.7525 -3.1709 -5.4154 0.1919 -0.0063 0.1296
C -3.3840 -2.7413 5.1464 0.4134 0.2343 0.3438
Cl -3.4223 -4.3000 4.3075 -0.0661 0.0897 0.0050
Cl -2.1744 -2.7610 6.4412 -0.1109 -0.0804 0.0556
Cl -3.0584 -1.4272 3.9993 0.8493 -2.8049 2.4864
H -4.3614 -2.5704 5.5948 0.1855 -0.0705 -0.0714
C 7.3667 -0.4717 -5.1495 0.0464 -0.0312 -0.1160
Cl 7.5531 -0.0392 -6.8552 -0.0353 -0.0161 0.2319
Cl 5.7743 0.0167 -4.5446 0.2201 0.0795 0.0259
Cl 7.6098 -2.2096 -4.9201 -0.0267 0.1182 0.0146
H 8.1234 0.0587 -4.5765 -0.1704 -0.0883 -0.1179
C 1.7668 7.5766 1.8639 0.0073 -0.1101 0.0036
Cl 1.5798 7.7096 0.1066 -0.0597 0.1284 0.1204
Cl 0.1954 7.7064 2.6674 0.1761 0.0457 -0.0445
Cl 2.5601 6.0550 2.2951 -0.0442 0.1931 0.1135
H 2.3953 8.3981 2.2044 -0.2121 -0.2822 -0.1060
C 2.8140 9.6061 5.6160 -0.0519 -0.1989 0.1164
Cl 3.0278 10.0619 3.9188 0.0969 0.1958 0.1669
Cl 1.2165 10.0991 6.1953 0.1615 -0.0178 -0.0975
Cl 3.0403 7.8637 5.8245 -0.0019 0.1427 -0.0348
H 3.5685 10.1233 6.2076 -0.2506 -0.1762 -0.2073
C 8.5095 3.6325 -3.8066 0.0017 0.0033 -0.2099
Cl 8.3042 3.7426 -5.5584 0.0626 -0.0132 0.1834
Cl 6.9412 3.7570 -3.0008 0.0988 0.0498 0.0115
Cl 9.3170 2.1212 -3.3637 0.0216 0.1386 0.0406
H 9.1344 4.4614 -3.4802 -0.1358 -0.1772 -0.0273
C 2.7557 11.9969 9.0059 -0.0684 -0.0313 0.2086
Cl 3.2736 13.0776 10.3060 -0.0765 -0.0954 -0.1828
Cl 3.8818 12.0815 7.6420 0.0309 0.2275 0.1465
Cl 2.6179 10.3346 9.5968 0.0105 0.1465 -0.0768
H 1.7756 12.3206 8.6609 0.2085 -0.0797 0.0203
C -9.4503 -4.5756 1.9035 0.1233 -0.0941 0.1269
Cl -8.5867 -3.2584 2.7096 -0.1135 -0.0888 -0.0773
Cl -9.9766 -4.0773 0.2882 -0.0718 -0.2491 0.0704
Cl -8.4332 -6.0190 1.8074 -0.1435 0.1480 0.0078
H -10.3333 -4.8171 2.4918 0.1594 0.0631 -0.1417
C 7.0553 4.1868 3.8894 0.0029 0.1401 -0.0098
Cl 6.3405 5.5182 4.8090 0.0668 -0.1358 -0.0700
Cl 5.8646 2.9042 3.6254 0.1330 -0.0059 0.1918
Cl 7.6940 4.7694 2.3458 -0.0257 -0.0735 0.1338
H 7.8798 3.7746 4.4676 -0.1784 0.0642 -0.1224
C 0.4699 -9.6096 -0.4543 -0.0383 -0.1729 -0.1584
Cl -0.2390 -8.2826 0.4808 -0.0117 -0.0361 0.0288
Cl -0.7130 -10.9024 -0.6902 0.1559 0.1508 0.0654
Cl 1.0701 -9.0233 -2.0121 -0.0408 -0.0991 0.1339
H 1.3107 -10.0128 0.1068 -0.1611 0.1130 -0.1006
```
Forces are in eV/Å.

The electronic energy comes out at -21229.82140 hartree. For the highest occupied orbital energy, the calculation gives -9.80 eV. The total charge is +1. The calculation puts the largest force on an atom at 5.29 eV Å⁻¹.



No. 2
C27H31Br2NO2Ru | wB97M-V/def2-TZVPD

Geometry as XYZ:
```
64
Properties=species:S:1:pos:R:3:forces:R:3
Ru 0.3649 -0.0271 -0.7841 0.4475 0.1865 0.3717
C 2.7346 -1.7037 1.5516 0.0748 0.1341 0.0555
C 2.9062 -0.2659 2.0668 -0.0843 -0.0630 0.0076
C 1.9684 -0.0542 3.2518 -0.0553 0.0323 -0.0216
C 2.6876 0.7050 0.9267 -0.2656 0.2920 0.1249
C 3.7153 0.9901 0.0694 0.0867 0.1452 -0.1133
C 3.5458 1.8436 -1.0418 -0.0839 0.1036 0.0083
C 2.3162 2.3643 -1.3466 0.1897 -0.0295 0.0282
C 2.0990 3.1720 -2.5921 -0.0941 0.0581 -0.0335
C 1.2188 2.0525 -0.4918 0.1141 0.1814 -0.2941
C 1.4128 1.3245 0.6918 0.2980 -0.7807 0.1545
H 2.9693 -2.4138 2.3491 -0.1247 -0.0707 -0.0427
H 3.3875 -1.9154 0.7042 0.0625 0.0468 -0.0066
H 1.6990 -1.8385 1.2231 0.0084 -0.0922 0.0803
H 3.9372 -0.1309 2.4117 0.0238 -0.0532 -0.0436
H 0.9443 -0.2919 2.9555 -0.0014 0.0007 0.0311
H 1.9938 0.9724 3.6240 0.0308 0.0070 -0.0172
H 2.2488 -0.7204 4.0706 -0.0167 0.0057 0.0054
H 4.6971 0.5663 0.2591 -0.0294 -0.0770 -0.0287
H 4.3943 2.0485 -1.6855 -0.0250 0.0012 -0.0220
H 2.8326 3.9754 -2.6880 -0.0032 -0.0166 0.0170
H 1.0998 3.6099 -2.6031 0.0244 0.0307 -0.0023
H 2.1822 2.5320 -3.4737 -0.0061 -0.0272 0.0099
H 0.2741 2.5638 -0.6338 0.0672 0.2140 -0.0209
H 0.6526 1.3118 1.4611 0.0510 0.0109 -0.0204
C -2.7377 1.4609 0.1044 0.0031 -0.0013 0.0179
C -2.4221 0.0497 -0.3998 0.2255 0.0488 -0.2404
C -1.8534 -2.3692 0.4447 -0.0109 0.0904 -0.0328
C -3.5875 -0.4467 -1.2550 -0.0350 -0.0516 0.0880
N -1.2682 0.1471 -1.3113 -0.6013 -0.3035 -0.2056
H -3.6749 1.4897 0.6658 0.0073 -0.0001 -0.0108
H -2.8165 2.1299 -0.7547 -0.0100 0.0074 0.0058
H -1.9348 1.8169 0.7522 0.0107 -0.0221 0.0069
H -1.3544 -2.8347 1.2948 -0.0078 -0.0099 -0.0009
H -1.1960 -2.4570 -0.4243 0.0026 -0.0117 -0.0127
H -3.3686 -2.9162 -0.6529 -0.0126 0.0132 -0.0375
H -4.4702 -0.6694 -0.6524 -0.0093 0.0073 -0.0139
H -3.2999 -1.3264 -1.8342 0.0135 -0.0246 0.0030
H -3.8470 0.3275 -1.9793 -0.0158 0.0042 0.0065
Br 3.7745 -1.1708 -6.5703 -0.0036 0.0030 -0.0111
C 2.8416 -0.8252 -4.9377 0.0394 -0.0207 -0.0624
C 1.6009 -0.2168 -4.9728 -0.0864 0.0980 -0.0825
C 0.9362 0.0352 -3.7813 0.0274 -0.0903 0.2008
C 1.4651 -0.3147 -2.5228 -0.1448 0.0639 0.1227
C 2.7272 -0.9323 -2.5525 -0.0652 0.0480 -0.1879
C 3.4148 -1.1888 -3.7372 0.0165 -0.0208 0.1674
H 1.1568 0.0669 -5.9196 0.0210 -0.0159 -0.0007
H -0.0375 0.5117 -3.8195 -0.0063 -0.0161 -0.0179
H 3.2075 -1.2320 -1.6282 0.0047 -0.0067 0.0536
H 4.3835 -1.6725 -3.7173 0.0068 0.0048 -0.0081
Br -2.2466 1.2470 5.6868 -0.0111 -0.0072 -0.0070
C -3.0244 0.2798 4.2367 -0.0218 0.0032 0.0163
C -4.3308 -0.1603 4.3514 0.0163 0.0039 0.0178
C -4.8708 -0.8664 3.2861 -0.0131 -0.0023 -0.0107
C -4.1244 -1.1143 2.1429 0.0201 0.0296 0.0214
C -2.8105 -0.6560 2.0352 -0.0284 -0.0200 -0.0365
C -2.2644 0.0445 3.1077 0.0062 0.0063 0.0115
C -1.9474 -0.8620 0.7874 0.1191 0.0343 0.1230
O -3.0669 -3.0990 0.2395 0.0190 -0.0127 0.0057
O -0.6399 -0.4560 1.0440 -0.1562 -0.0682 -0.1122
H -4.9049 0.0359 5.2464 0.0028 0.0048 0.0003
H -5.8888 -1.2312 3.3534 0.0006 -0.0029 -0.0022
H -4.5565 -1.6895 1.3386 -0.0069 0.0108 0.0181
H -1.2452 0.3945 3.0295 -0.0051 -0.0132 -0.0206
```
Forces are in eV/Å.

For the relative energy (zero: lowest compared OMol25 entry of this formula, charge and spin), the calculation gives 66.9 kcal/mol. The electronic energy comes out at -6495.59324 hartree. For the highest occupied orbital energy (alpha / beta), the calculation gives -3.83 / -4.07 eV. The spin multiplicity is 2. The total charge is -1. Its expectation value of S² is 0.7582. The calculation puts the largest force on an atom at 0.85 eV Å⁻¹.



No. 3
C22H36NRu | wB97M-V/def2-TZVPD

Geometry as XYZ:
```
60
Properties=species:S:1:pos:R:3:forces:R:3
C -0.3236 -2.3219 1.7719 0.1312 0.1138 0.9671
H 0.2790 -2.1415 2.6628 -0.0223 0.2848 0.0261
H -1.1661 -2.9365 2.1362 0.2550 0.1441 -0.6079
H -0.6943 -1.4103 1.3636 -0.7938 1.4009 0.3316
C 0.5123 -2.9042 0.6833 0.5564 -0.9603 -0.6543
H 0.1408 -2.6011 -0.2991 -0.2314 -0.0382 -0.2696
H 1.5524 -2.5412 0.6710 -0.2811 -0.1378 0.3847
C 0.4155 -4.4072 0.8552 -0.0601 -0.2227 -0.0434
H 1.0787 -4.9882 0.1897 -0.4173 0.1378 0.4754
H 0.6297 -4.5690 1.9231 0.2268 -0.5267 -0.4306
H -0.6522 -4.6789 0.7267 0.6598 -0.2089 -0.1478
C -1.4479 0.9088 -2.1783 -1.5260 -0.2549 -0.8102
C -1.2179 -0.4924 -2.4583 -2.0089 -0.1845 -1.4693
C -2.0106 -1.2754 -1.5402 -0.7387 -0.1827 -0.7549
C -2.6587 -0.3850 -0.6391 -1.0469 0.0588 -0.4405
C -2.2863 0.9645 -0.9846 -2.0049 0.2829 -1.3381
C -2.7778 2.1881 -0.3037 -0.0314 0.2123 0.1073
C -3.6843 -0.7774 0.3761 0.2462 -0.1200 0.2613
C -2.2525 -2.7535 -1.6165 0.3363 -0.1692 0.2012
C -0.4327 -1.0571 -3.5878 0.3865 -0.1118 -0.0366
C -0.6562 2.0419 -2.7230 0.3557 0.3107 -0.2569
Ru -0.4376 0.1603 -0.6006 5.6996 -1.9962 4.4316
H -3.7207 -0.0453 1.1864 -0.1060 -0.1857 -0.0320
H -4.6890 -0.8426 -0.0667 0.2999 0.0737 -0.0225
H -3.4447 -1.7604 0.7988 -0.1256 0.2436 -0.0183
H -3.1488 1.9398 0.6973 0.0517 0.2271 -0.2392
H -1.9624 2.9151 -0.2203 -0.3498 0.1341 0.0032
H -3.5917 2.6256 -0.8911 0.0806 0.1244 0.1920
H 0.3589 1.7189 -3.0112 -0.4214 0.1517 -0.1121
H -1.1707 2.4416 -3.5967 0.1712 0.2661 -0.0914
H -0.5328 2.8332 -1.9710 -0.1814 -0.0283 -0.3218
H -0.0395 -2.0561 -3.3489 -0.1316 0.3023 -0.1133
H -1.0712 -1.1424 -4.4771 0.1636 0.0272 0.1398
H 0.4105 -0.4019 -3.8224 -0.1188 -0.1245 -0.2482
H -2.4427 -3.1768 -0.6193 0.0767 0.1046 -0.3232
H -3.1341 -2.9746 -2.2400 0.2576 0.1923 0.1405
H -1.3900 -3.2786 -2.0535 -0.3437 0.1271 0.1339
C 0.7899 3.3543 1.2659 -0.1345 0.2242 -0.1289
N 1.5115 2.5844 2.3056 0.5979 -0.3275 -0.2517
C 1.1422 3.0093 3.6810 0.0252 0.0479 0.1796
C 1.3897 1.0676 2.0894 0.3040 0.6004 0.7805
C 2.1541 0.6765 0.8716 1.0667 -0.1183 -0.4644
C 3.5428 0.8456 0.8941 -0.1590 -0.1490 -0.2023
C 4.3075 0.5230 -0.2215 -0.0659 0.0867 -0.2735
C 3.7147 0.0007 -1.3660 -0.8441 -0.5756 -0.2665
C 2.3249 -0.2256 -1.4054 0.4886 0.7447 1.0484
C 1.5559 0.1766 -0.2925 0.0737 0.1531 0.6394
H -0.2705 3.1017 1.3475 0.1258 0.1201 -0.0449
H 1.1814 3.0918 0.2746 -0.1037 0.0541 0.3367
H 0.9448 4.4172 1.4727 -0.1162 -0.1761 -0.1863
H 2.5107 2.8131 2.1897 -0.3193 -0.2326 -0.0119
H 0.0938 2.7527 3.8466 0.1449 0.1088 0.0805
H 1.7899 2.4800 4.3928 -0.2805 0.2269 -0.1806
H 1.3015 4.0926 3.7412 -0.1339 -0.3307 0.1715
H 1.7997 0.6400 3.0221 -0.1461 -0.0389 -0.5146
H 0.3267 0.8372 2.0339 -0.0537 0.0395 0.0086
H 4.0438 1.2300 1.7799 0.0214 -0.1079 -0.0039
H 5.3741 0.6845 -0.2148 0.1052 -0.0161 0.0827
H 4.2924 -0.2935 -2.2391 0.1262 0.1597 0.2639
H 1.8377 -0.6780 -2.2616 0.2639 0.0388 -0.0756
```
Forces are in eV/Å.

The electronic energy comes out at -1008.76674 hartree. For the highest occupied orbital energy (alpha / beta), the calculation gives -13.65 / -15.29 eV. The spin multiplicity is 6. The total charge is +2. Its expectation value of S² is 8.7640. The calculation puts the largest force on an atom at 7.49 eV Å⁻¹.



> Which of these has the highest largest force on an atom?

C22H36NRu



> What is the electronic energy in the third record?

-1008.76674 hartree